1.
This record from the OMol25 dataset describes a cluster of 2 separate species, C13H17FN in total at a distorted geometry. The level of theory is the ωB97M-V functional and the def2-TZVPD basis.

Orbital gap in hartree: 0.234
Charge: +1
LUMO in eV: -5.8
ΔE to the lowest compared entry with this formula, charge and spin in kJ/mol: 28.0
E_tot in eV: -17950.88968
HOMO level in eV: -12.124

```
32
C13H17FN (the ωB97M-V functional and the def2-TZVPD basis)
C -1.530 -2.426 0.046
C -1.230 -2.569 1.451
C -1.639 -1.123 -0.440
C -1.004 -1.399 2.262
C -1.434 0.052 0.368
C -1.221 -0.129 1.708
C -0.304 3.962 -2.430
C -0.201 2.907 -1.609
C -1.373 2.320 -1.005
C -1.430 1.269 -0.244
C -1.110 1.049 2.634
C 1.472 -1.910 -1.286
C 3.263 -1.092 0.024
N 1.880 -1.054 -0.285
F 1.577 0.322 -0.502
H -1.914 -3.275 -0.527
H -0.798 -3.439 1.881
H -1.976 -0.939 -1.441
H -0.786 -1.480 3.229
H 0.646 4.349 -2.953
H -1.182 4.516 -2.803
H 0.772 2.696 -1.092
H -2.226 2.903 -1.473
H -1.812 1.889 2.456
H -1.202 0.694 3.751
H -0.057 1.404 2.481
H 2.102 -1.887 -2.240
H 1.466 -2.913 -0.752
H 0.488 -1.768 -1.765
H 3.306 -0.092 0.551
H 3.488 -1.938 0.782
H 3.970 -0.901 -0.777
```

***

2.
This record from the OMol25 dataset describes a structure of composition C13H17IIrN2O at a distorted geometry. The level of theory is the ωB97M-V functional and the def2-TZVPD basis.

Multiplicity: 6
Orbital gap (alpha / beta) in hartree: 0.270 / 0.192
Charge: +2
LUMO (alpha / beta) in eV: -7.7 / -11.1
E_tot in eV: -29702.99177
HOMO level (alpha / beta) in eV: -15.058 / -16.314

```
35
C13H17IIrN2O (the ωB97M-V functional and the def2-TZVPD basis)
C -4.840 2.389 -0.757
C -4.278 2.925 -2.071
H -5.330 1.425 -0.910
H -5.578 3.082 -0.339
H -4.047 2.238 -0.019
H -3.444 2.320 -2.429
H -5.046 2.928 -2.850
H -3.925 3.953 -1.962
C -0.040 -2.129 2.261
C 0.254 -3.445 2.569
C 1.310 -4.101 1.924
C 2.038 -3.402 0.970
H -0.786 -1.529 2.773
H -0.348 -3.941 3.323
H 1.563 -5.126 2.185
H 2.920 -3.798 0.472
N 0.558 -1.517 1.205
C 1.619 -2.122 0.586
C 2.163 -1.307 -0.453
N 1.474 -0.138 -0.611
C 1.916 0.794 -1.498
C 3.641 -0.720 -2.248
C 2.969 0.507 -2.347
H 1.398 1.750 -1.483
H 3.253 1.255 -3.083
C 3.261 -1.613 -1.262
H 3.770 -2.552 -1.062
H 4.449 -0.959 -2.935
Ir -0.235 0.159 0.481
I -2.653 -0.247 0.325
C 0.379 2.611 1.915
O 0.584 1.799 0.784
H 0.064 2.020 2.789
H -0.370 3.378 1.666
H 1.339 3.115 2.091
```

***

3.
This record from the OMol25 dataset describes a structure of composition C13H17IN2Ti at a distorted geometry. The level of theory is the ωB97M-V functional and the def2-TZVPD basis.

Multiplicity: 3
Orbital gap (alpha / beta) in hartree: 0.209 / 0.319
LUMO (alpha / beta) in eV: 0.4 / -0.1
ΔE to the lowest compared entry with this formula, charge and spin in kJ/mol: 0.0
E_tot in eV: -47952.29260
HOMO level (alpha / beta) in eV: -5.282 / -8.724

```
34
C13H17IN2Ti (the ωB97M-V functional and the def2-TZVPD basis)
C -2.700 0.668 -0.576
C -3.592 -0.310 0.231
H -1.996 1.218 0.108
H -3.258 1.475 -1.049
H -2.241 0.143 -1.481
H -3.999 0.203 1.112
H -4.437 -0.610 -0.405
H -3.096 -1.244 0.561
Ti -1.077 -0.498 -0.073
C -1.181 -0.436 2.000
H -0.800 0.555 2.306
H -0.520 -1.202 2.430
H -2.203 -0.559 2.380
I -1.565 -2.525 -1.561
C 2.704 -2.781 1.002
C 3.679 -1.782 0.896
C 3.297 -0.514 0.473
C 1.955 -0.264 0.121
N 1.018 -1.243 0.266
C 1.377 -2.464 0.716
C 1.487 1.005 -0.437
C 2.346 2.088 -0.687
C 1.853 3.263 -1.251
C 0.505 3.318 -1.603
C -0.296 2.204 -1.408
N 0.152 1.087 -0.767
H 2.955 -3.792 1.319
H 4.718 -1.984 1.141
H 4.004 0.306 0.401
H 0.570 -3.197 0.826
H 3.396 1.985 -0.424
H 2.511 4.112 -1.415
H 0.057 4.213 -2.028
H -1.341 2.186 -1.722
```

***

4.
This record from the OMol25 dataset describes a structure of composition C13H17N3O2Ru at a distorted geometry. The level of theory is the ωB97M-V functional and the def2-TZVPD basis.

Multiplicity: 5
Orbital gap (alpha / beta) in hartree: 0.232 / 0.114
Charge: +2
LUMO (alpha / beta) in eV: -8.8 / -12.5
ΔE to the lowest compared entry with this formula, charge and spin in kJ/mol: 137.0
E_tot in eV: -24879.33139
HOMO level (alpha / beta) in eV: -15.103 / -15.583

```
36
C13H17N3O2Ru (the ωB97M-V functional and the def2-TZVPD basis)
C -3.246 -2.372 3.467
C -4.069 -1.140 3.293
H -3.804 -3.314 3.389
H -2.683 -2.394 4.407
H -2.509 -2.384 2.682
H -3.478 -0.396 2.730
H -5.001 -1.337 2.756
H -4.356 -0.711 4.249
C 2.068 -1.858 -0.325
C 2.963 -2.421 -1.222
C 3.438 -1.673 -2.301
C 3.004 -0.372 -2.479
H 1.665 -2.327 0.581
H 3.237 -3.452 -1.055
H 4.100 -2.136 -3.017
H 3.266 0.247 -3.332
N 1.554 -0.623 -0.573
C 2.094 0.166 -1.557
C 1.466 1.473 -1.704
N 0.487 1.714 -0.779
C -0.352 2.770 -0.864
C 0.769 3.444 -2.878
C -0.234 3.646 -1.922
H -1.095 2.780 -0.059
H -0.965 4.447 -1.950
C 1.612 2.344 -2.789
H 2.354 2.081 -3.545
H 0.850 4.141 -3.703
Ru -0.196 0.113 0.371
C 0.756 0.796 1.984
H 0.597 1.899 2.059
H 1.848 0.586 1.934
H 0.322 0.297 2.888
O -2.733 -2.241 -0.523
N -1.722 -1.556 -0.465
O -2.006 -0.237 0.252
```